[1]
# C7H19N3

A molecular structure, C7H19N3 (the ωB97M-V functional and the def2-TZVPD basis, the Open Molecules 2025 dataset).

Structure (XYZ):
```
29
Properties=species:S:1:pos:R:3:nbo_charge:R:1
C -2.393 -0.456 0.989 -0.27
C -0.446 -0.235 0.191 -0.67
C -3.442 -1.048 0.059 -0.62
C -2.890 0.730 1.803 -0.63
H -2.065 -1.235 1.678 0.23
H -3.774 -0.302 -0.666 0.21
H -3.734 0.438 2.432 0.22
H 0.048 -0.060 1.154 0.19
H -1.645 0.187 0.078 0.29
H -0.351 -1.280 -0.126 0.18
H -3.044 -1.903 -0.488 0.22
H -4.313 -1.386 0.626 0.22
H -3.214 1.537 1.143 0.20
H -2.106 1.112 2.458 0.22
C 1.793 -0.437 -2.082 -0.40
C 2.817 -1.058 0.035 -0.42
N 2.015 -0.081 -0.681 -0.46
C 2.262 1.284 -0.390 0.59
N 1.303 2.116 -0.931 -0.85
N 3.217 1.761 0.311 -0.77
H 0.361 1.738 -0.843 0.41
H 1.424 3.074 -0.636 0.39
H 3.925 1.074 0.542 0.34
H 1.240 -1.376 -2.134 0.19
H 2.815 -0.832 1.101 0.21
H 1.217 0.336 -2.580 0.23
H 2.746 -0.560 -2.612 0.18
H 3.859 -1.096 -0.316 0.18
H 2.375 -2.043 -0.114 0.20
```

Results
gap between HOMO and LUMO: 8.57 eV
relative energy (zero: lowest compared OMol25 entry of this formula, charge and spin): 4.243 eV
M: 145.3 g/mol
charge: 0

***

[2]
# C7H19N3O2

2 unconnected molecules or ions with the total composition C7H19N3O2 (the ωB97M-V functional and the def2-TZVPD basis, the Open Molecules 2025 dataset).

Structure (XYZ):
```
31
Properties=species:S:1:pos:R:3:nbo_charge:R:1
C -1.757 -0.712 1.047 -0.10
C 0.697 -1.818 3.565 0.73
C 1.210 -0.553 4.108 -0.77
C 0.068 0.820 -4.091 -0.41
C -1.207 2.416 -2.707 -0.44
C -0.283 0.747 -0.232 -0.26
C -0.483 0.368 -1.694 -0.23
N -0.555 -0.339 0.719 0.10
N 1.674 -2.591 2.678 -0.78
N -0.151 1.368 -2.702 -0.36
O -0.374 -2.366 3.645 -0.47
O 0.496 -0.926 1.154 -0.65
H -2.539 -0.204 0.440 0.22
H -1.773 -1.528 1.789 0.26
H 0.347 0.216 4.008 0.30
H 2.154 -0.228 3.448 0.25
H 1.595 -0.701 5.193 0.31
H -0.909 0.500 -4.394 0.23
H 0.294 1.680 -4.725 0.25
H 0.802 0.035 -4.231 0.26
H -2.222 2.159 -2.431 0.25
H -0.829 3.155 -1.891 0.24
H -1.243 2.835 -3.729 0.26
H 0.762 0.978 -0.173 0.25
H -0.955 1.510 -0.092 0.22
H -1.535 0.040 -1.835 0.24
H 0.181 -0.578 -1.931 0.24
H 2.551 -2.466 3.255 0.44
H 1.760 -2.086 1.744 0.50
H 1.418 -3.581 2.629 0.46
H 0.808 1.851 -2.565 0.46
```

Results
gap between HOMO and LUMO: 10.12 eV
relative energy (zero: lowest compared OMol25 entry of this formula, charge and spin): 0.000 eV
M: 177.2 g/mol
charge: +2

***

[3]
# C7H19N3O6P2

2 unconnected molecules or ions with the total composition C7H19N3O6P2 (the ωB97M-V functional and the def2-TZVPD basis, the Open Molecules 2025 dataset).

Structure (XYZ):
```
37
Properties=species:S:1:pos:R:3:nbo_charge:R:1
C 3.233 -0.287 0.301 -0.98
P 1.594 -0.574 -0.347 1.31
C 0.906 1.052 -0.746 -0.75
C -0.399 1.441 -0.025 -0.42
C -1.652 1.434 -0.927 -0.42
C -2.600 0.240 -0.688 -0.27
N -3.063 -0.403 -1.941 -0.63
C -2.287 -1.490 -2.337 0.49
N -1.017 -1.506 -2.436 -0.76
N -3.055 -2.651 -2.710 -0.91
C 0.608 -1.551 0.822 -0.44
O 0.799 -1.039 2.108 -0.23
O -0.058 -1.761 2.990 -0.44
H 3.815 0.156 -0.506 0.24
H 3.146 0.421 1.131 0.41
H 3.678 -1.235 0.592 0.24
H 1.669 -1.380 -1.491 -0.02
H 1.665 1.783 -0.454 0.34
H 0.807 1.108 -1.835 0.21
H -0.563 0.867 0.882 0.24
H -0.240 2.462 0.309 0.29
H -1.356 1.379 -1.976 0.19
H -2.202 2.368 -0.842 0.21
H -2.180 -0.474 0.018 0.17
H -3.497 0.642 -0.220 0.20
H -3.977 -0.798 -1.755 0.38
H -0.664 -0.587 -2.171 0.33
H -2.572 -3.441 -2.292 0.37
H -2.888 -2.777 -3.707 0.37
H 1.001 -2.579 0.778 0.20
H -0.446 -1.609 0.526 0.19
H -0.917 -1.821 2.541 0.42
O 1.658 2.541 4.569 -1.21
P 2.542 2.530 3.297 2.49
O 3.623 1.402 3.379 -1.25
O 3.239 3.904 3.122 -1.21
O 1.647 2.233 2.038 -1.34
```

Results
gap between HOMO and LUMO: 1.65 eV
relative energy (zero: lowest compared OMol25 entry of this formula, charge and spin): 0.000 eV
M: 303.2 g/mol
charge: -2